# 1
ORCA calculation (wB97M-V/def2-TZVPD) on C6H12O in the gas phase at a distorted geometry.

Values from the calculation:
E_HOMO, eV: -9.1649
SMILES string: C/C=C/CCCO
Spin multiplicity: 1
Electronic energy, eV: -8462.757

Structure (XYZ):
```
19
Properties=species:S:1:pos:R:3:forces:R:3:nbo_charge:R:1
H 1.004608 1.495851 -1.530066 0.065 0.153 0.427 0.2156
H -0.515754 1.865782 -2.131141 -0.427 -0.643 -0.092 0.2150
O -1.868115 1.804199 0.198027 -0.068 0.372 -0.131 -0.7244
H -0.019445 1.283296 0.809018 0.271 0.136 -0.134 0.1725
C 0.818622 -1.711984 1.998650 0.451 -0.898 0.557 -0.6481
H -0.091837 2.877290 0.075953 -0.322 0.090 -0.156 0.1747
C -0.207028 -1.010059 -0.169320 0.253 -0.887 -0.161 -0.1900
C -0.456328 1.852369 -0.016725 -0.042 -0.650 0.469 -0.0651
H 0.720311 -0.707890 -2.010695 0.028 0.411 -0.337 0.2221
H -1.035587 -0.549103 -2.042404 0.165 -0.008 -0.214 0.2046
H -2.256885 1.192416 -0.431365 0.004 -0.022 -0.010 0.4623
C 0.851681 -1.194122 0.608359 0.076 0.030 -0.053 -0.1795
H -1.098706 -1.592627 0.075762 -0.262 0.815 0.241 0.1991
C -0.049371 1.255444 -1.346326 1.321 0.734 -0.271 -0.4422
C -0.132845 -0.276082 -1.488471 -1.163 -0.644 0.239 -0.4505
H 0.787888 -0.927797 2.759627 -0.299 0.158 -0.211 0.2219
H 1.830627 -0.963938 0.210497 0.200 0.653 0.068 0.1863
H 1.713070 -2.278536 2.272245 0.143 0.013 -0.303 0.2113
H 0.005095 -2.414508 2.158373 -0.393 0.186 0.073 0.2143
```
Forces are in eV/Å.

---

# 2
ORCA calculation (wB97M-V/def2-TZVPD) on C6H12O in the gas phase.

Values from the calculation:
E_HOMO, eV: -9.9469
SMILES string: CC1(C)OC1(C)C
Spin multiplicity: 1
Electronic energy, eV: -8463.448

Structure (XYZ):
```
19
Properties=species:S:1:pos:R:3:forces:R:3:nbo_charge:R:1
H 0.028680 1.888282 1.588645 -0.134 -0.058 -0.116 0.2284
H 0.016195 -1.240393 -2.155655 0.095 0.045 0.110 0.2125
O 1.175830 -0.197221 0.834504 0.171 0.009 0.166 -0.5075
C 0.610998 -0.003979 -0.464068 -0.040 0.015 -0.268 0.2081
H 0.158703 1.430664 -1.985510 0.135 -0.008 0.095 0.2135
H 1.880262 1.358643 -1.561067 -0.151 -0.022 0.079 0.2161
H -1.927137 -1.332834 0.307319 0.036 -0.028 0.132 0.2152
H 1.764599 -1.103201 -1.891289 -0.145 -0.007 0.033 0.2155
C 0.795684 -1.194395 -1.386567 -0.004 -0.020 0.022 -0.6294
C -1.081097 -1.311301 1.003880 0.069 -0.033 -0.083 -0.6354
C -0.790981 1.198726 1.374407 0.024 -0.024 0.001 -0.6400
H -1.529707 1.703773 0.743179 0.078 -0.085 0.035 0.2150
H -0.495558 -2.220008 0.855908 -0.081 0.113 0.025 0.2240
H 0.725182 2.172213 -0.480389 0.074 -0.147 -0.098 0.2202
H 0.805205 -2.134471 -0.831585 -0.054 0.161 -0.084 0.2221
H -1.273394 0.963668 2.327720 0.042 -0.010 -0.108 0.2138
C -0.249088 -0.071318 0.733106 -0.250 0.034 0.147 0.2240
C 0.863793 1.322393 -1.151941 -0.009 0.010 0.077 -0.6296
H -1.482446 -1.322241 2.023758 0.142 0.056 -0.166 0.2133
```
Forces are in eV/Å.

---

# 3
ORCA calculation (wB97M-V/def2-TZVPD) on C6H12O in the gas phase.

Values from the calculation:
E_HOMO, eV: -9.3171
SMILES string: CC[C@@]1(C)C[C@H]1O
Spin multiplicity: 1
Electronic energy, eV: -8463.265

Structure (XYZ):
```
19
Properties=species:S:1:pos:R:3:forces:R:3:nbo_charge:R:1
C -1.434839 -0.254458 1.165264 -0.031 -0.117 0.110 -0.4382
H 1.391710 -1.175373 0.933710 -0.035 0.111 -0.027 0.1995
C -1.261210 0.892661 0.224353 -0.460 -0.344 -0.112 0.0809
H -1.103290 -0.097319 2.189768 -0.019 -0.002 -0.199 0.2246
H -2.316108 -0.882185 1.059871 0.115 0.128 0.019 0.2137
O -0.778683 2.078729 0.780673 0.091 0.274 -0.125 -0.7031
H -2.059608 1.043845 -0.506945 0.242 -0.111 0.030 0.1723
H -1.656339 -1.307920 -1.358766 0.135 0.047 0.079 0.2092
H -0.304947 -2.295376 -0.790257 -0.041 0.163 0.011 0.2094
H 3.042691 0.446370 -0.068796 -0.161 -0.015 -0.064 0.2119
H 1.089476 0.489664 1.420954 -0.001 -0.095 -0.103 0.2194
C -0.371378 -0.318416 0.089295 0.118 -0.080 -0.034 -0.0806
H 1.715316 1.266521 -0.906920 0.056 -0.116 0.032 0.1979
C 1.065094 -0.193192 0.565582 0.021 -0.017 0.089 -0.3913
C 2.044239 0.304553 -0.497096 0.014 0.018 -0.064 -0.6055
H -0.020420 -0.993412 -1.951695 -0.090 0.011 0.127 0.2087
H 2.143280 -0.401740 -1.329111 -0.038 0.117 0.120 0.2008
H -0.584130 2.671390 0.045487 0.109 0.019 0.175 0.4703
C -0.600849 -1.274334 -1.065376 -0.025 0.009 -0.063 -0.6000
```
Forces are in eV/Å.

---

Calculated energy above the lowest of the compared OMol25 structures with the same formula, charge and spin (kJ/mol), listed in the same order as above: 154.0, 87.4, 105.1